Formula: C14H24N8ORhS3
Source: the OMol25 dataset
Level of theory: the ωB97M-V functional and the def2-TZVPD basis

ORCA input file:
```
! RIJCOSX wB97M-V def2-TZVPD def2/J DEFGRID3
* xyz 1 1
Rh 0.076 -0.531 1.316
N 0.665 0.388 5.518
C 0.361 0.294 4.202
S 0.978 -1.122 3.365
N -0.380 1.219 3.681
N -0.712 1.000 2.352
C -1.696 1.700 1.910
C -2.328 1.622 0.616
C -3.484 2.411 0.445
C -4.192 2.417 -0.730
C -3.744 1.616 -1.786
C -2.617 0.838 -1.655
C -1.869 0.815 -0.457
O -0.776 0.100 -0.429
H 1.400 -0.188 5.888
H 0.470 1.260 5.981
H -2.118 2.399 2.628
H -3.810 3.029 1.274
H -5.076 3.030 -0.838
H -4.288 1.607 -2.722
H -2.268 0.221 -2.474
N -1.652 -1.655 1.853
N -2.045 -2.537 0.828
C -1.093 -3.051 0.019
N -1.474 -4.047 -0.783
S 0.501 -2.496 0.001
H -1.350 -2.160 2.690
H -2.420 -1.028 2.080
H -2.910 -3.039 0.968
H -2.423 -4.378 -0.826
H -0.816 -4.407 -1.452
C 0.796 2.099 -1.498
N 1.578 0.893 -1.755
C 1.354 0.298 -3.068
C 2.349 0.317 -0.838
S 2.101 0.569 0.864
N 3.366 -0.461 -1.244
C 4.042 -1.399 -0.350
C 4.141 -0.151 -2.445
H 0.989 2.803 -2.308
H 1.096 2.539 -0.553
H -0.264 1.860 -1.465
H 0.297 0.418 -3.302
H 1.588 -0.764 -3.033
H 1.937 0.776 -3.856
H 3.377 -1.723 0.442
H 4.922 -0.938 0.102
H 4.354 -2.260 -0.941
H 3.818 0.790 -2.876
H 4.063 -0.943 -3.191
H 5.187 -0.050 -2.152
*
```

Computed properties:
Max |F| ... 0.7 eV/A
Energy above the lowest of the compared OMol25 structures with the same formula, charge and spin ... 0.0 kcal per mole
Frontier orbital gap ... 7.433 eV
HOMO ... -10.2 eV

Mulliken charges in e:
1. Rh 0.11
2. N -0.42
3. C 0.65
4. S -0.33
5. N -1.34
6. N 0.82
7. C -0.91
8. C 1.00
9. C -0.78
10. C -0.84
11. C -0.50
12. C -0.09
13. C 0.00
14. O -0.10
15. H 0.22
16. H 0.25
17. H 0.38
18. H 0.40
19. H 0.42
20. H 0.43
21. H 0.41
22. N -0.34
23. N -0.36
24. C 0.68
25. N -0.41
26. S -0.31
27. H 0.38
28. H 0.31
29. H 0.25
30. H 0.19
31. H 0.23
32. C -1.05
33. N 0.26
34. C -1.21
35. C 0.51
36. S -0.27
37. N 0.17
38. C -1.00
39. C -1.20
40. H 0.45
41. H 0.40
42. H 0.27
43. H 0.34
44. H 0.40
45. H 0.34
46. H 0.34
47. H 0.34
48. H 0.36
49. H 0.41
50. H 0.34
51. H 0.39



Formula: C14H24NO3PtS
Source: the OMol25 dataset
Level of theory: the ωB97M-V functional and the def2-TZVPD basis

ORCA input file:
```
! RIJCOSX wB97M-V def2-TZVPD def2/J DEFGRID3
* xyz 1 1
Pt 0.337 -0.649 0.196
O -0.575 -2.561 -1.168
C 0.523 -3.184 -1.803
C 1.664 -2.213 -1.992
C 2.628 -2.512 -2.946
C 3.704 -1.663 -3.128
C 3.784 -0.513 -2.359
C 2.792 -0.271 -1.433
N 1.761 -1.106 -1.238
H -1.170 -3.219 -0.793
H 0.223 -3.555 -2.788
H 0.887 -4.035 -1.215
H 2.521 -3.407 -3.543
H 4.460 -1.889 -3.866
H 4.596 0.190 -2.472
H 2.795 0.615 -0.813
O -0.326 0.931 -1.099
S -1.793 1.318 -0.843
C -2.088 2.595 -2.094
C -1.644 3.916 -1.488
C -2.155 3.885 -0.052
C -1.735 2.535 0.519
H -3.165 2.579 -2.278
H -1.574 2.284 -3.000
H -2.041 4.757 -2.055
H -0.555 3.982 -1.503
H -3.242 3.984 -0.039
H -1.747 4.695 0.552
H -2.329 2.152 1.344
H -0.685 2.526 0.815
C -1.047 0.221 3.820
C -0.585 -0.722 2.720
C -1.066 -2.149 2.998
C 0.946 -0.727 2.568
O -1.106 -0.297 1.479
H -0.718 -0.119 4.803
H -2.136 0.266 3.823
H -0.656 1.225 3.652
H -0.659 -2.539 3.932
H -0.764 -2.815 2.187
H -2.153 -2.161 3.062
H 1.447 -1.225 3.397
H 1.355 0.274 2.463
H 1.289 -1.399 1.678
*
```

Computed properties:
Max |F| ... 0.7 eV/A
Energy above the lowest of the compared OMol25 structures with the same formula, charge and spin ... 0.0 kcal per mole
Frontier orbital gap ... 8.210 eV
HOMO ... -11.4 eV

Mulliken charges in e:
1. Pt 0.92
2. O -0.49
3. C -0.62
4. C 0.93
5. C -0.87
6. C -0.29
7. C -0.74
8. C 0.02
9. N -0.14
10. H 0.29
11. H 0.39
12. H 0.33
13. H 0.44
14. H 0.42
15. H 0.42
16. H 0.43
17. O -0.68
18. S 0.38
19. C -0.71
20. C -0.60
21. C -0.69
22. C -0.42
23. H 0.42
24. H 0.40
25. H 0.38
26. H 0.27
27. H 0.32
28. H 0.34
29. H 0.44
30. H 0.19
31. C -1.75
32. C 1.71
33. C -1.45
34. C -1.48
35. O -0.76
36. H 0.41
37. H 0.39
38. H 0.36
39. H 0.42
40. H 0.23
41. H 0.39
42. H 0.47
43. H 0.44
44. H 0.14



Formula: C14H24NO5P
Source: the OMol25 dataset
Level of theory: the ωB97M-V functional and the def2-TZVPD basis

ORCA input file:
```
! RIJCOSX wB97M-V def2-TZVPD def2/J DEFGRID3
* xyz 0 1
C 3.898 2.746 -0.418
O 3.344 1.518 0.061
C 3.634 0.442 -0.846
C 2.921 -0.844 -0.264
O 2.935 -1.936 -1.183
C 1.886 -2.871 -0.882
C 0.535 -2.516 -1.640
C -0.746 -3.112 -0.898
C -1.342 -1.929 -0.018
O -1.394 -2.091 1.181
N -1.720 -0.747 -0.722
C -2.928 -0.116 -0.228
C -4.015 -0.767 0.487
C -5.187 0.012 0.924
C -5.287 1.445 0.642
C -4.224 2.113 -0.102
C -3.084 1.318 -0.518
P 3.697 -1.304 1.412
C 2.387 -0.920 2.724
O 5.086 -0.343 1.694
H 3.349 3.574 0.094
H 3.749 2.851 -1.533
H 4.996 2.820 -0.172
H 4.735 0.221 -0.857
H 3.211 0.698 -1.855
H 1.835 -0.597 -0.063
H 2.165 -3.910 -1.182
H 1.648 -2.799 0.216
H 0.511 -1.396 -1.734
H 0.572 -2.908 -2.693
H -0.363 -3.890 -0.184
H -1.508 -3.502 -1.614
H -1.723 -0.874 -1.733
H -3.932 -1.863 0.694
H -5.984 -0.530 1.488
H -6.166 2.019 1.007
H -4.272 3.206 -0.329
H -2.281 1.845 -1.097
H 2.531 0.123 3.117
H 2.334 -1.695 3.524
H 1.401 -0.939 2.170
H 5.160 -0.210 2.656
O -4.101 5.571 -0.678
H -3.608 5.739 0.133
H -4.655 6.353 -0.782
*
```

Computed properties:
Max |F| ... 3.5 eV/A
Frontier orbital gap ... 8.248 eV
HOMO ... -7.6 eV
SMILES ... COC[C@@H](OCCCC(=O)Nc1ccccc1)P(C)O.O

Mulliken charges in e:
1. C -0.71
2. O -0.27
3. C -0.86
4. C 0.56
5. O -0.42
6. C -0.54
7. C -0.50
8. C -0.88
9. C 0.53
10. O -0.57
11. N 0.01
12. C 0.16
13. C -0.26
14. C -0.53
15. C -0.42
16. C -0.40
17. C -0.30
18. P 0.10
19. C -0.82
20. O -0.45
21. H 0.22
22. H 0.30
23. H 0.25
24. H 0.32
25. H 0.46
26. H -0.03
27. H 0.33
28. H 0.29
29. H 0.39
30. H 0.33
31. H 0.35
32. H 0.32
33. H 0.32
34. H 0.30
35. H 0.31
36. H 0.34
37. H 0.39
38. H 0.30
39. H 0.37
40. H 0.31
41. H 0.11
42. H 0.29
43. O -0.64
44. H 0.32
45. H 0.31



Formula: C14H25AuN5O6S
Source: the OMol25 dataset
Level of theory: the ωB97M-V functional and the def2-TZVPD basis

ORCA input file:
```
! RIJCOSX wB97M-V def2-TZVPD def2/J DEFGRID3
* xyz 1 3
O 1.263 0.176 -4.083
H 1.391 0.125 -5.043
Au 0.318 0.311 -0.740
N -1.575 -0.128 -0.018
N -0.860 1.509 -1.938
N 1.145 -0.935 0.670
N 2.334 0.304 -1.249
O -1.869 -0.948 0.937
O 0.476 -1.567 1.654
O 2.923 0.894 -2.321
O -0.389 2.289 -2.806
C -2.203 1.452 -1.647
C -2.561 0.625 -0.564
C 2.476 -1.058 0.645
C 3.133 -0.344 -0.399
C -3.906 0.479 0.043
H -3.902 0.820 1.088
H -4.223 -0.574 0.029
H -4.639 1.082 -0.500
C -3.141 2.278 -2.453
H -2.919 2.178 -3.521
H -3.056 3.338 -2.183
H -4.174 1.968 -2.274
C 3.139 -1.919 1.657
C 4.604 -0.383 -0.606
H 2.488 -2.757 1.937
H 3.388 -1.362 2.572
H 4.084 -2.306 1.258
H 4.886 0.306 -1.405
H 4.928 -1.398 -0.871
H 5.116 -0.103 0.320
H -0.531 -1.387 1.416
H 2.263 0.700 -3.099
C 0.414 -0.905 -3.605
H -0.626 -0.570 -3.638
H 0.706 -1.172 -2.576
H 0.526 -1.790 -4.250
O -1.100 -4.379 -1.739
H -0.374 -4.518 -1.106
H -1.757 -3.879 -1.225
S 0.445 2.577 1.063
C -0.205 1.828 2.432
N 0.607 1.030 3.204
C 0.138 0.287 4.248
C -1.199 0.356 4.589
C -2.055 1.191 3.852
C -1.555 1.935 2.791
H 1.601 1.037 2.988
H 0.878 -0.333 4.749
H -1.573 -0.234 5.425
H -3.114 1.267 4.100
H -2.164 2.607 2.190
*
```

Computed properties:
Max |F| ... 4.1 eV/A
Energy above the lowest of the compared OMol25 structures with the same formula, charge and spin ... 0.0 kcal per mole
Frontier orbital gap (alpha / beta) ... 5.975 / 5.783 eV
HOMO (alpha / beta) ... -10.0 / -10.6 eV

Mulliken charges in e:
1. O -0.50
2. H 0.31
3. Au 0.95
4. N 0.49
5. N 0.26
6. N 0.24
7. N -0.12
8. O -0.75
9. O -0.58
10. O -0.59
11. O -0.52
12. C 0.40
13. C 0.47
14. C 0.48
15. C 0.39
16. C -1.27
17. H 0.18
18. H 0.33
19. H 0.37
20. C -1.52
21. H 0.37
22. H 0.30
23. H 0.44
24. C -1.46
25. C -1.51
26. H 0.40
27. H 0.26
28. H 0.42
29. H 0.39
30. H 0.36
31. H 0.39
32. H 0.56
33. H 0.48
34. C -0.35
35. H 0.18
36. H 0.09
37. H 0.40
38. O -0.63
39. H 0.31
40. H 0.31
41. S -0.33
42. C 0.31
43. N -0.03
44. C -0.29
45. C -0.61
46. C -0.20
47. C -0.66
48. H 0.29
49. H 0.40
50. H 0.41
51. H 0.42
52. H 0.53



Formula: C14H25B2BaF8NO6
Source: the OMol25 dataset
Level of theory: the ωB97M-V functional and the def2-TZVPD basis

ORCA input file:
```
! RIJCOSX wB97M-V def2-TZVPD def2/J DEFGRID3
* xyz 0 1
Ba -0.591 -0.714 -0.880
B -0.475 -1.539 -3.872
F 0.643 -1.813 -4.670
F -0.463 -0.235 -3.596
F -1.609 -1.746 -4.503
F -0.439 -2.414 -2.775
B -3.044 0.704 -0.662
F -3.310 -0.673 -0.666
F -2.227 0.941 0.455
F -2.225 1.040 -1.757
F -4.252 1.352 -0.780
C -0.619 5.270 3.251
C 0.769 5.311 3.091
C 1.450 4.180 2.652
C 0.715 3.042 2.249
C -0.684 3.028 2.503
C -1.330 4.135 3.113
N 1.325 1.878 1.552
O 2.554 1.788 1.538
O 0.584 1.008 1.221
H -1.120 6.103 3.723
H 1.244 6.235 3.386
H 2.524 4.112 2.571
H -1.228 2.155 2.173
H -2.398 4.198 3.262
C -0.130 -1.788 2.698
O -0.134 -2.370 1.365
C -0.395 -3.756 1.352
C -1.041 -4.299 0.078
O -1.865 -3.223 -0.503
C -2.816 -3.707 -1.411
H -1.150 -1.606 3.035
H 0.358 -0.813 2.693
H 0.429 -2.406 3.400
H -1.160 -3.879 2.118
H 0.414 -4.398 1.699
H -1.585 -5.227 0.250
H -0.290 -4.577 -0.662
H -2.669 -4.562 -2.071
H -3.122 -3.028 -2.207
H -3.693 -3.997 -0.833
C 0.601 2.827 -1.891
O 0.832 1.535 -1.453
C 2.147 1.132 -1.837
C 2.801 -0.120 -1.188
O 2.015 -1.252 -1.431
C 2.756 -2.406 -0.991
H 0.643 2.857 -2.980
H 1.344 3.534 -1.522
H -0.335 3.305 -1.600
H 2.826 1.944 -1.575
H 2.029 0.982 -2.910
H 2.869 0.126 -0.128
H 3.848 -0.135 -1.491
H 2.299 -3.349 -1.292
H 2.604 -2.238 0.075
H 3.779 -2.453 -1.365
*
```

Computed properties:
Max |F| ... 4.0 eV/A
Frontier orbital gap ... 9.109 eV
HOMO ... -10.4 eV

Mulliken charges in e:
1. Ba 1.84
2. B 0.20
3. F -0.42
4. F -0.22
5. F -0.36
6. F -0.29
7. B -0.18
8. F -0.21
9. F -0.12
10. F -0.33
11. F -0.30
12. C -0.29
13. C -0.45
14. C -0.51
15. C 0.09
16. C 0.14
17. C -0.92
18. N 0.88
19. O -0.63
20. O -0.19
21. H 0.34
22. H 0.38
23. H 0.45
24. H 0.39
25. H 0.38
26. C -0.77
27. O 0.05
28. C -0.76
29. C -0.58
30. O -0.09
31. C -1.15
32. H 0.36
33. H 0.01
34. H 0.38
35. H 0.45
36. H 0.36
37. H 0.45
38. H 0.28
39. H 0.44
40. H 0.30
41. H 0.40
42. C -1.18
43. O 0.21
44. C -0.85
45. C -0.64
46. O 0.04
47. C -0.97
48. H 0.34
49. H 0.40
50. H 0.31
51. H 0.49
52. H 0.42
53. H 0.32
54. H 0.44
55. H 0.19
56. H 0.42
57. H 0.26